No. 1
Below is a structure of composition C8H15BiClI2N2OPS, with properties calculated with ωB97M-V/def2-TZVPD.

Structure (ORCA input):
```
! wB97M-V def2-TZVPD RIJCOSX def2/J DEFGRID3
* xyz 2 1
I 1.5507 2.2253 -0.3591
I -1.4422 -2.2298 0.6518
Bi 0.0000 0.0000 0.0000
P 1.7375 -1.3548 -0.9080
C 2.9851 -1.8872 0.3145
C 1.1661 -2.8948 -1.6997
H 1.9946 -0.1070 -2.9429
H 3.3104 -1.3103 -2.7437
H 3.3293 0.2289 -1.8219
C 2.6974 -0.5573 -2.2376
H 0.3457 -2.6457 -2.3776
H 1.9936 -3.3444 -2.2584
H 3.7573 -2.5022 -0.1580
H 2.4921 -2.4639 1.1021
H 0.7966 -3.5901 -0.9446
H 3.4468 -1.0013 0.7597
C 0.6402 -0.0348 1.7355
O 1.0395 -0.0572 2.8186
Cl -0.8404 0.0370 -2.2582
C -2.6966 3.8032 2.6058
N -3.0418 2.3970 2.8057
C -3.7507 1.8894 3.8331
C -3.9169 0.5374 3.6141
N -3.3162 0.2130 2.4521
C -2.7742 1.3548 1.9884
S -2.0439 1.5318 0.5408
H -1.5939 3.9171 2.5583
H -3.1433 4.1649 1.6555
H -3.0927 4.4264 3.4357
H -4.1423 2.4610 4.6635
H -4.4651 -0.1551 4.2370
H -3.3208 -0.7256 2.0120
*
```

frontier orbital gap (alpha / beta)	0.2135 / 0.2135	Ha

***

No. 2
Below is a structure of composition C22H47AgO13S6Tl, with properties calculated with ωB97M-V/def2-TZVPD.

Structure (ORCA input):
```
! wB97M-V def2-TZVPD RIJCOSX def2/J DEFGRID3
* xyz -1 1
Ag -2.8412 -31.6402 -4.0898
Tl -5.8043 -33.2564 -6.3600
C -5.1411 -28.5185 -7.3273
C -5.0096 -29.2637 -6.0198
O -4.4912 -30.5304 -5.8825
H -5.7980 -27.6665 -7.5025
H -5.5712 -29.1370 -8.1151
H -4.1658 -28.2166 -7.7093
H -6.0233 -29.3760 -5.6352
H -4.5722 -28.5976 -5.2761
O -4.0121 -35.2988 -7.6821
C -2.5875 -35.2345 -7.3597
C -2.0945 -34.7329 -5.9625
O -2.8494 -33.7790 -5.2350
H -2.0554 -34.6642 -8.1211
H -2.0959 -36.2042 -7.4371
H -1.0615 -34.4636 -5.7423
H -2.0979 -35.6331 -5.3480
C -8.3933 -32.6556 -1.9897
C -7.3142 -32.7614 -2.9962
C -5.8007 -32.2460 -2.6200
O -4.9180 -32.1963 -3.4712
C -5.5427 -32.0027 -1.1581
C -6.6267 -32.0126 -0.2745
C -8.0684 -32.2610 -0.6933
O -9.1235 -32.0302 0.1109
O -6.2796 -31.8153 0.9763
O -7.6399 -32.9706 -4.1267
H -9.4308 -32.8699 -2.1997
H -4.5666 -31.6467 -0.8633
C 1.1949 -37.3325 -1.6974
S -0.3378 -37.3383 -0.6296
O -0.3240 -36.0008 0.0482
C -1.4192 -36.9159 -2.0037
H 1.4927 -36.3208 -1.9729
H 1.0943 -37.9530 -2.5878
H 1.8830 -37.6978 -0.9350
H -1.4867 -37.6742 -2.7838
H -1.1239 -36.0257 -2.5591
H -2.4501 -36.7964 -1.6705
C 2.4674 -36.6837 -7.2806
S 1.6336 -36.3407 -5.5901
O 2.7165 -36.7585 -4.5653
C 1.7515 -34.4178 -5.7043
H 3.4137 -36.1430 -7.2640
H 1.8015 -36.1529 -7.9610
H 2.5557 -37.7449 -7.5135
H 1.1519 -33.9484 -4.9244
H 1.4349 -34.0722 -6.6883
H 2.8083 -34.1609 -5.6323
C -1.4987 -32.9759 0.4707
S -1.7974 -33.0213 -1.3392
O -2.2202 -31.5912 -1.7924
C -0.0115 -33.0922 -1.6981
H -1.1340 -31.9853 0.7422
H -0.9203 -33.6921 1.0544
H -2.5509 -32.9346 0.7525
H 0.4246 -32.2822 -1.1135
H 0.3376 -33.1091 -2.7305
H 0.3946 -33.9966 -1.2451
C -5.1014 -35.5261 -2.6057
S -6.1179 -36.4848 -3.8735
O -6.5189 -35.5032 -4.9825
C -4.7136 -37.4533 -4.4861
H -4.2982 -34.8859 -2.9707
H -4.7572 -36.3104 -1.9316
H -5.6850 -34.8973 -1.9333
H -4.0457 -37.8449 -3.7188
H -4.0632 -36.8586 -5.1276
H -5.1817 -38.1301 -5.2008
C -1.1872 -28.3722 -5.1095
S -0.1705 -29.9184 -5.0103
O -0.7202 -30.8474 -3.8712
C -0.8481 -30.6578 -6.6462
H -1.3233 -27.9819 -4.1009
H -2.1200 -28.5040 -5.6578
H -0.6085 -27.6916 -5.7340
H -1.9335 -30.7127 -6.7298
H -0.4644 -31.6582 -6.8463
H -0.6012 -30.0814 -7.5378
C -4.3012 -29.1474 -2.0809
S -3.6339 -27.6640 -1.2416
O -2.7676 -26.8941 -2.2362
C -5.1840 -26.6743 -0.8072
H -5.2085 -29.5411 -1.6228
H -3.6139 -29.9916 -2.1362
H -4.5884 -28.9209 -3.1077
H -5.8574 -27.4193 -0.3834
H -5.6766 -26.3185 -1.7120
H -4.9781 -25.7899 -0.2043
*
```

frontier orbital gap	0.0838	Ha

***

No. 3
Below is a cluster of 2 separate species, C4H9NO in total, with properties calculated with ωB97M-V/def2-TZVPD.

Structure (ORCA input):
```
! wB97M-V def2-TZVPD RIJCOSX def2/J DEFGRID3
* xyz 0 1
C -1.0969 -0.0454 0.9912
C -0.1322 -0.3078 -0.1536
C -0.9699 -0.1334 -1.5010
N 1.0124 0.5663 -0.1221
C 1.9815 0.3119 0.8518
O 1.8207 -0.0953 1.9854
H -1.9049 -0.7844 0.9834
H -1.5647 0.9498 0.9072
H -0.5345 -0.0940 1.9187
H 0.7891 -1.4901 0.3268
H -0.4148 -0.2667 -2.4370
H -1.4438 0.8735 -1.5826
H -1.8286 -0.8178 -1.5324
H 1.3657 0.7554 -1.0542
H 2.9736 0.6320 0.5195
*
```

frontier orbital gap	0.3775	Ha

***

No. 4
Below is a structure of composition C10H12Cl3MnN2S5Si, with properties calculated with ωB97M-V/def2-TZVPD.

Structure (ORCA input):
```
! wB97M-V def2-TZVPD RIJCOSX def2/J DEFGRID3
* xyz 0 5
Mn -1.9241 0.0012 -1.5150
C 2.9253 -1.5432 2.6780
Si 2.4916 -0.0011 1.6782
C 2.9262 1.5430 2.6744
C 3.4621 -0.0032 0.0744
C 0.5952 -0.0008 1.5555
C -0.1411 -0.0013 2.7389
C -1.5305 -0.0018 2.7344
C -2.1818 -0.0017 1.5190
N -1.5039 -0.0008 0.3743
C -0.1547 -0.0003 0.3768
S 0.4104 0.0015 -1.2797
H 4.0032 -1.5916 2.8515
H 2.6299 -2.4540 2.1538
H 2.4321 -1.5449 3.6521
H 4.0041 1.5912 2.8478
H 2.4330 1.5474 3.6486
H 2.6314 2.4528 2.1481
H 4.5288 -0.0033 0.3150
H 3.2526 0.8754 -0.5359
H 3.2521 -0.8833 -0.5338
H 0.3858 -0.0015 3.6875
H -2.0982 -0.0022 3.6535
H -3.2614 -0.0019 1.4408
S -3.5355 -1.7875 -1.2764
S -5.3401 -1.0652 -1.6795
S -5.3409 1.0643 -1.6770
S -3.5370 1.7876 -1.2719
Cl -1.5000 1.6121 -6.4973
C -1.9694 0.0053 -5.8805
Cl -0.8207 -1.2176 -6.4780
Cl -3.6099 -0.3869 -6.4421
C -1.9569 0.0074 -4.4424
N -1.9579 0.0047 -3.2932
*
```

frontier orbital gap (alpha / beta)	0.2690 / 0.2075	Ha
expectation value of S²	6.09

***

No. 5
Below is a structure of composition C18H18NO4Ti, with properties calculated with ωB97M-V/def2-TZVPD.

Structure (ORCA input):
```
! wB97M-V def2-TZVPD RIJCOSX def2/J DEFGRID3
* xyz -1 3
C 0.5658 -2.2994 3.3724
C -0.7781 -2.3034 2.8689
C -0.7667 -1.6959 1.5677
H -1.6454 -2.7583 3.3525
C 0.5923 -1.3156 1.2755
C 1.4110 -1.6554 2.4056
H 2.4804 -1.4786 2.5231
H 0.9105 -2.7826 4.2872
H -1.6258 -1.6043 0.9037
H 0.9239 -0.9266 0.3120
C -0.9495 1.8834 2.0762
C -0.4731 2.2081 3.3849
C 0.9348 1.9250 3.4473
H -1.0599 2.6720 4.1705
C 1.3406 1.4339 2.1607
C 0.1724 1.4167 1.3117
H 0.1436 1.1999 0.2448
H -1.9650 2.0504 1.7191
H 1.5880 2.1104 4.2995
H 2.3600 1.1575 1.8951
Ti -0.1129 -0.0774 3.0805
O -0.0980 -0.1967 -1.6804
C -1.3613 -0.7477 -2.1235
C -0.1014 -0.9789 -2.9373
H -1.7277 -1.5834 -1.5237
H -2.0788 -0.0247 -2.5273
H 0.3545 -1.9735 -2.8512
H 0.9911 -1.9153 -5.2268
C 0.6583 -0.8805 -5.3301
C 0.0937 -0.2479 -4.1953
C -0.3153 1.0977 -4.2986
H -0.7235 1.6050 -3.4223
C -0.1780 1.7795 -5.5071
H -0.4842 2.8246 -5.5646
C 0.3503 1.1355 -6.6338
H 0.4500 1.6733 -7.5773
C 0.7670 -0.2009 -6.5397
H 1.1802 -0.7118 -7.4110
O 0.1236 1.1280 6.4875
N -0.4452 0.0672 6.2442
O -0.9310 -0.7096 7.0503
O -0.5712 -0.2998 4.9092
*
```

frontier orbital gap (alpha / beta)	0.1413 / 0.2373	Ha
expectation value of S²	2.01

***

No. 6
Below is a structure of composition C42H46N10O3S2SiTi, with properties calculated with ωB97M-V/def2-TZVPD.

Structure (ORCA input):
```
! wB97M-V def2-TZVPD RIJCOSX def2/J DEFGRID3
* xyz 0 1
Ti 0.0805 -0.0230 1.1253
C 1.0664 -4.4408 4.1538
C 0.2939 -4.3308 3.0081
C -0.2585 -3.1085 2.6511
C -0.0218 -1.9642 3.4095
C 0.7329 -2.0915 4.5777
C 1.2697 -3.3132 4.9420
N -0.4426 -0.7058 2.9216
C -0.8805 0.3157 3.7683
C -1.5376 0.1494 4.9844
C -1.9784 1.2628 5.6924
C -1.7561 2.5467 5.2065
C -1.0826 2.7305 4.0050
C -0.6509 1.6273 3.2881
N 0.0654 1.6351 2.0875
N 0.6708 2.7776 1.6688
C 1.4308 2.5001 0.6222
C 2.3393 3.4941 0.1319
C 3.2280 3.1725 -0.8339
C 3.2394 1.8500 -1.3696
C 2.3335 0.9592 -0.9055
N 1.4073 1.2414 0.0586
H 1.5121 -5.3888 4.4256
H 0.1171 -5.1989 2.3848
H -0.8750 -3.0302 1.7633
H 0.9366 -1.2078 5.1696
H 1.8672 -3.3845 5.8424
H -1.7086 -0.8503 5.3650
H -2.4980 1.1254 6.6326
H -2.1042 3.4036 5.7690
H -0.8877 3.7162 3.6029
H 2.3178 4.4672 0.6025
H 3.9452 3.9059 -1.1819
H 3.9567 1.5494 -2.1201
H 2.3151 -0.0472 -1.3056
C 5.5732 -3.7085 -1.2002
Si 4.6911 -3.0867 0.3329
C 5.5922 -1.5675 0.9140
C 4.6795 -4.4304 1.6208
C 2.8966 -2.7989 -0.1908
C 2.3705 -3.5339 -1.2271
C 1.0326 -3.3819 -1.6428
C 0.2721 -2.4523 -1.0004
N 0.7405 -1.7054 0.0222
C 2.0211 -1.8787 0.4607
S 2.4432 -0.9041 1.7993
H 6.6533 -3.6912 -1.0363
H 5.3592 -3.0815 -2.0692
H 5.3013 -4.7369 -1.4517
H 6.6690 -1.7175 0.8011
H 5.3749 -1.3477 1.9590
H 5.3007 -0.6888 0.3339
H 5.6943 -4.6731 1.9476
H 4.2262 -5.3406 1.2205
H 4.1023 -4.1231 2.4969
H 2.9967 -4.2530 -1.7443
H 0.6166 -3.9728 -2.4465
H -0.7643 -2.2926 -1.2786
N -0.5053 3.6519 -1.7621
C 0.0678 2.9210 -2.7323
N 0.1533 1.6245 -2.7121
C 0.7046 1.1480 -3.8956
C 0.8929 -0.1947 -4.2065
C 1.3923 -0.5313 -5.4548
C 1.7128 0.4528 -6.3900
C 1.5473 1.7959 -6.0857
C 1.0498 2.1274 -4.8343
S 0.6912 3.7025 -4.1789
H -0.8286 3.1953 -0.9096
H -0.4231 4.6512 -1.7756
H 0.6453 -0.9558 -3.4754
H 1.5316 -1.5744 -5.7073
H 2.0845 0.1693 -7.3655
H 1.7924 2.5622 -6.8093
C -4.2275 2.2901 2.3633
N -4.2734 3.0699 1.1386
C -5.5265 3.7206 0.8087
C -3.2263 3.1207 0.3014
O -2.1607 2.5465 0.4678
H -4.4513 2.9279 3.2190
H -3.2319 1.8720 2.4878
H -4.9624 1.4818 2.3212
H -6.2658 2.9978 0.4545
H -5.3676 4.4666 0.0323
H -5.9243 4.2165 1.6942
H -3.4149 3.7487 -0.5845
O -3.9762 1.8789 -5.1088
C -2.7760 1.1963 -4.8981
N -2.6149 0.7498 -3.5171
C -3.6204 0.2321 -2.8091
O -4.7525 0.0605 -3.2560
C -3.3322 -0.1444 -1.3742
C -4.3895 -0.6272 -0.6162
C -4.1739 -0.9678 0.7047
C -2.9025 -0.8224 1.2352
N -1.8791 -0.3713 0.5089
C -2.0919 -0.0362 -0.7737
H -4.6745 1.3278 -4.7185
H -1.9638 1.8920 -5.1038
H -2.6745 0.3351 -5.5662
H -1.7094 0.9033 -3.0867
H -5.3619 -0.7174 -1.0829
H -4.9717 -1.3457 1.3284
H -2.6766 -1.0697 2.2646
H -1.2207 0.3438 -1.3051
*
```

frontier orbital gap (alpha / beta)	0.2134 / 0.2145	Ha

***

No. 7
Below is a cluster of 2 separate species, C4H10N2O2 in total, with properties calculated with ωB97M-V/def2-TZVPD.

Structure (ORCA input):
```
! wB97M-V def2-TZVPD RIJCOSX def2/J DEFGRID3
* xyz 0 1
C -1.1473 -1.3248 -1.2124
C 0.1466 -1.7744 -1.8276
O 1.2272 -1.2843 -1.6311
O -0.0256 -2.7463 -2.7339
H -1.9984 -1.6875 -1.7763
H -1.1165 -0.2403 -1.1762
H -1.1761 -1.6986 -0.1875
H 0.8364 -2.8834 -3.1416
N -0.8375 1.3921 2.8121
C -0.3142 1.2392 1.4690
C 0.9591 1.5171 1.2173
N 1.6058 1.3952 -0.0388
H -1.5978 0.7255 2.9336
H -1.2897 2.3068 2.8978
H -1.0366 0.9562 0.7135
H 1.5695 1.9483 2.0042
H 1.6446 0.4179 -0.3475
H 2.5506 1.7412 0.0252
*
```

frontier orbital gap	0.3176	Ha

***

No. 8
Below is a structure of composition C17H12Br2IrN4O4SbSe4, with properties calculated with ωB97M-V/def2-TZVPD.

Structure (ORCA input):
```
! wB97M-V def2-TZVPD RIJCOSX def2/J DEFGRID3
* xyz -2 1
Ir 0.1067 -0.1245 -0.1865
Br 0.6065 -0.0652 6.4576
C 0.4171 -0.0921 4.5640
C -0.8545 -0.1505 4.0045
C -0.9381 -0.1622 2.6277
N 0.1452 -0.1163 1.8402
C 1.3862 -0.0773 2.3872
C 1.5391 -0.0581 3.7795
C 2.4918 -0.0521 1.4540
C 3.8430 -0.0141 1.8276
C 4.7980 -0.0059 0.8498
Br 6.6406 0.0430 1.3251
C 4.4468 -0.0398 -0.5038
C 3.1072 -0.0730 -0.7977
N 2.1476 -0.0691 0.1411
H -1.7509 -0.1871 4.6045
H -1.8900 -0.2084 2.0961
H 2.5213 -0.0218 4.2253
H 4.1261 0.0042 2.8696
H 5.1913 -0.0453 -1.2854
H 2.7513 -0.1130 -1.8207
O 0.2462 0.0513 -2.2261
N 0.1519 1.2496 -2.6456
N 0.0570 2.1480 -1.7552
O 0.1068 1.9193 -0.4450
C -0.0986 3.5043 -2.1622
C -0.2982 3.8260 -3.5011
C -0.4424 5.1561 -3.8554
C -0.3990 6.1549 -2.8913
C -0.2153 5.8142 -1.5608
C -0.0656 4.4874 -1.1855
H -0.3558 3.0391 -4.2371
H -0.6094 5.4112 -4.8945
H -0.5262 7.1919 -3.1762
H -0.2021 6.5837 -0.7993
H 0.0545 4.1964 -0.1537
Se -6.6693 -0.0166 -1.5528
Sb -5.4158 0.8230 0.3004
Se -2.3328 -0.0100 -0.3331
Se -4.8640 3.1553 0.2822
Se -5.5445 -0.3863 2.3666
O -0.5973 -2.8871 -1.8674
C -0.1428 -3.0366 -0.7530
O 0.2796 -2.1441 0.0912
H 0.0084 -4.0554 -0.3359
*
```

frontier orbital gap (alpha / beta)	0.1339 / 0.1338	Ha

***

No. 9
Below is a cluster of 9 separate species, C25H57ClN7O18 in total, with properties calculated with ωB97M-V/def2-TZVPD.

Structure (ORCA input):
```
! wB97M-V def2-TZVPD RIJCOSX def2/J DEFGRID3
* xyz -1 1
Cl 0.2341 -0.4454 0.1410
O -0.7248 0.5003 0.5960
O -0.2652 -1.1598 -0.9867
O 1.4176 0.2816 -0.2712
O 0.5500 -1.3712 1.2009
C 2.5134 -1.4066 -2.8979
N 3.1510 -1.5298 -4.2441
O 3.1019 -0.5257 -4.9421
O 3.7203 -2.5562 -4.5612
H 3.1735 -0.7244 -2.3741
H 2.5339 -2.4031 -2.4637
H 1.4835 -1.1019 -3.0406
C 0.7115 -4.4486 -0.7252
N 0.9781 -5.7630 -1.3968
O 1.8093 -5.8299 -2.2654
O 0.3204 -6.7084 -0.9990
H 1.3171 -4.6394 0.1615
H -0.3462 -4.4160 -0.5046
H 1.1052 -3.6783 -1.3703
C 0.9662 -0.7505 4.3654
N 0.3804 0.6166 4.3878
O -0.6670 0.7671 4.9820
O 0.9671 1.5005 3.8222
H 1.9375 -0.6582 3.8930
H 0.3293 -1.4679 3.8640
H 1.1377 -0.9574 5.4212
C -4.1182 -0.5181 -3.8995
C -3.0821 -1.1941 -3.0091
C -3.4064 -2.6000 -2.4967
O -4.6225 -2.7164 -1.7553
C -4.5212 -2.0549 -0.5302
N -1.8389 -1.3373 -3.7790
H -5.0751 -0.4447 -3.3813
H -4.1912 -1.0285 -4.8593
H -3.8235 0.5158 -4.0980
H -2.8352 -0.5224 -2.1762
H -2.6200 -2.9300 -1.8109
H -3.5048 -3.2577 -3.3582
H -4.3876 -0.9794 -0.6582
H -3.7073 -2.4528 0.0942
H -5.3930 -2.2217 0.1069
H -0.9889 -1.5105 -3.2551
H -1.6662 -0.4160 -4.1754
C -4.8522 1.5460 2.0446
C -3.9227 1.0739 3.1450
C -3.8208 -0.4488 3.1835
O -5.0045 -0.9419 3.7961
C -4.8958 -2.3090 4.1471
N -2.5878 1.6495 2.8823
H -5.9049 1.3205 2.2429
H -4.5258 1.2027 1.0618
H -4.9019 2.6387 1.9989
H -4.2774 1.4810 4.0924
H -2.9380 -0.7402 3.7632
H -3.6860 -0.7740 2.1478
H -4.3507 -2.8923 3.4052
H -5.8933 -2.7119 4.3277
H -4.4103 -2.3813 5.1300
H -2.0190 1.4358 3.7017
H -2.1145 1.1402 2.1339
C 5.5126 -3.5117 1.4445
C 3.9888 -3.5960 1.6102
C 3.5137 -3.0052 2.9432
O 3.9222 -3.9027 3.9661
C 4.2990 -3.3301 5.2004
N 3.3878 -2.8610 0.4772
H 5.8199 -4.0586 0.5591
H 6.0727 -3.8926 2.3023
H 5.7326 -2.4405 1.4688
H 3.6168 -4.6203 1.5315
H 2.4184 -2.9506 2.9056
H 3.9203 -2.0025 3.1226
H 3.5403 -2.6838 5.6505
H 5.2789 -2.8597 5.0808
H 4.4112 -4.1738 5.8846
H 3.8002 -1.9377 0.3803
H 2.4299 -2.7108 0.7920
C 0.8067 4.4006 1.7828
C -0.1317 4.2842 0.5845
C -0.1543 5.6640 -0.1075
O -0.4667 6.6862 0.8035
C -0.2385 7.9647 0.2525
N 0.3092 3.2697 -0.3759
H 0.9624 3.3995 2.1997
H 0.2869 4.9476 2.5631
H 1.7940 4.7543 1.4886
H -1.1610 4.1596 0.9383
H -0.9064 5.6511 -0.9161
H 0.8081 5.8234 -0.6153
H -0.5655 7.9661 -0.7943
H 0.7989 8.3037 0.2108
H -0.8784 8.6317 0.8220
H 0.4863 2.4641 0.2224
H -0.4873 2.9875 -0.9405
C 2.3592 3.4451 -5.6671
C 1.5703 2.4061 -5.9172
C 1.0099 1.5790 -4.8070
O 0.3359 0.5970 -5.0584
C 1.4286 1.9682 -3.4492
C 2.2016 3.0458 -3.2155
C 2.6662 3.9651 -4.3125
O 3.1298 5.0599 -4.1352
O 2.6210 3.3855 -1.9845
O 1.1661 2.1336 -7.1607
H 2.7584 4.0632 -6.4632
H 1.2625 1.2410 -2.6614
H 1.8708 3.2794 -1.3306
H 0.7434 1.2655 -7.2303
*
```

frontier orbital gap	0.2901	Ha

***

Number 1: calculated total energy -2507.6147 Eh. Number 2: calculated total energy -4552.6014 Eh. Number 3: calculated total energy -287.7245 Eh. Number 4: calculated total energy -5309.8121 Eh. Number 5: calculated total energy -1901.7685 Eh. Number 6: calculated total energy -4336.9098 Eh. Number 7: calculated total energy -418.3921 Eh. Number 8: calculated total energy -16273.3748 Eh. Number 9: calculated total energy -3184.0455 Eh.